(1)
{"formula": "C5H13IIn", "method": "ωB97M-V/def2-TZVPD", "charge": -1, "symbols": ["H", "I", "In", "H", "H", "H", "C", "H", "C", "H", "H", "C", "H", "H", "C", "H", "C", "H", "H", "H"], "positions_angstrom": [[1.05255, -2.45501, 0.31456], [-3.34546, -0.22886, -2.46811], [-2.76359, 0.34477, 0.23838], [2.90608, -0.78543, 0.89172], [-0.37120, -1.41740, 0.71099], [1.67447, -0.62213, -1.42098], [1.19199, -0.38421, -0.46017], [-0.11890, -2.01593, -0.91373], [0.40649, -1.63581, -0.02544], [0.81442, 1.69706, -1.02269], [-0.73062, 2.29894, 0.57910], [0.24018, 0.80310, -0.72649], [1.83458, 0.61839, 1.33751], [-0.39889, 0.54537, -1.58145], [2.30106, 0.05026, 0.52775], [-2.78655, -1.16314, 1.23638], [-0.66669, 1.20638, 0.48497], [-0.27080, 0.84941, 1.44913], [2.97197, 0.73368, -0.01185], [-3.94109, 1.56055, 0.86044]], "forces_ev_per_a": [[-0.01, 0.24, 0.12], [0.10, 0.02, 0.12], [0.31, 0.40, 1.22], [-0.19, 0.06, 0.13], [0.30, -0.08, 0.11], [0.00, -0.02, 0.18], [0.13, 0.16, 0.20], [-0.05, 0.04, 0.21], [-0.07, 0.06, -0.63], [0.15, -0.36, -0.10], [-0.04, -0.22, -0.14], [-0.25, 0.30, 0.49], [0.28, -0.26, 0.17], [0.21, 0.06, 0.03], [-0.34, 0.17, -0.72], [-0.14, 0.21, -0.43], [-0.35, -0.42, -0.60], [-0.10, -0.05, -0.27], [-0.05, -0.05, 0.22], [0.11, -0.30, -0.33]]}


(2)
{"formula": "C2H3NO2S", "method": "ωB97M-V/def2-TZVPD", "smiles": "O=CC(=S)NO", "e_above_lowest_ev": 3.2494, "symbols": ["N", "C", "H", "H", "O", "H", "C", "O", "S"], "positions_angstrom": [[-0.25793, -0.83480, -0.30612], [0.33074, 1.61393, -0.48949], [0.17058, -0.97238, -1.21362], [0.48248, 2.57802, -0.05748], [-0.54622, -1.92129, 0.43764], [0.05434, -1.73153, 1.17601], [0.02795, 0.43208, 0.33206], [0.35050, 1.52157, -1.67534], [0.04777, 0.45548, 1.94018]], "forces_ev_per_a": [[0.46, 4.77, -0.94], [-0.44, -0.56, -0.87], [-0.25, -0.32, 0.03], [0.19, 0.65, 1.22], [0.65, 0.10, 0.11], [-0.10, -0.71, 1.09], [-0.76, -4.20, -0.10], [0.22, -0.21, -1.74], [0.04, 0.48, 1.20]]}


(3)
{"formula": "C3H7NOS", "method": "ωB97M-V/def2-TZVPD", "smiles": "OCC/C=N\\S", "e_above_lowest_ev": 2.1879, "symbols": ["N", "H", "S", "H", "H", "H", "H", "C", "C", "C", "H", "H", "O"], "positions_angstrom": [[1.22937, 1.28160, -0.61922], [-1.28527, -1.83312, 0.89593], [-0.22508, 2.17379, -0.68358], [0.08009, 2.97296, -1.68737], [0.56298, -0.89330, 1.94077], [-0.48796, 0.46923, 1.12548], [2.25162, -0.30195, 0.02671], [-0.71470, -1.30544, 0.16921], [0.19756, -0.35118, 1.01069], [1.26969, 0.20519, 0.10860], [-0.07792, -1.90998, -0.46981], [-1.15531, 0.06918, -1.19206], [-1.64508, -0.57699, -0.62535]], "forces_ev_per_a": [[-0.14, -1.50, 0.47], [-0.51, -0.93, 0.15], [-0.36, -0.15, 0.70], [0.54, 0.24, -0.37], [-0.35, 1.08, -1.14], [-0.25, 0.41, 1.35], [-0.59, 0.13, 0.19], [0.70, 1.28, -0.17], [0.04, -0.71, -1.06], [0.98, 1.24, -0.41], [-0.12, -0.64, 0.08], [-0.61, -0.75, 0.60], [0.67, 0.31, -0.38]]}


(4)
{"formula": "C2H4N2O2", "method": "ωB97M-V/def2-TZVPD", "smiles": "NC(=O)NC=O", "e_above_lowest_ev": 0.7696, "symbols": ["O", "H", "N", "C", "H", "H", "H", "C", "N", "O"], "positions_angstrom": [[0.86794, -1.75257, 1.58919], [-1.88607, 0.61431, -1.24664], [-1.10423, 0.13213, -0.83454], [0.02017, 0.83148, -0.51084], [0.32753, 0.17018, 2.02561], [1.34347, -0.76243, -0.57093], [-1.22456, -0.82399, -0.53812], [0.71554, -0.58384, 1.31224], [1.02161, -0.04391, 0.07388], [0.18085, 2.01059, -0.69287]], "forces_ev_per_a": [[0.12, 0.57, 0.04], [0.08, 0.04, 0.05], [-0.03, 0.06, 0.00], [-0.10, 0.25, -0.08], [0.01, -0.20, -0.14], [-0.05, 0.08, 0.07], [0.04, 0.17, -0.10], [-0.01, -0.32, 0.08], [-0.02, -0.16, -0.01], [-0.02, -0.50, 0.11]]}


no.,frontier orbital gap (eV),electronic energy (eV),lowest unoccupied orbital energy (hartree)
1,7.6,-18671.627,0.113
2,8.4,-18540.203,-0.043
3,9.8,-17595.741,0.028
4,11.1,-9214.453,0.024